1.
DFT (the ωB97M-V functional and the def2-TZVPD basis) results for a molecular structure, C47H59HgN4O2Se2.

```
115
Properties=species:S:1:pos:R:3
H 2.566 -1.769 -4.461
H -5.243 0.680 -0.320
H 4.828 1.171 -3.960
H -2.005 -4.503 -3.456
C 2.443 3.905 5.292
C -0.935 -4.622 -3.632
C -1.832 0.868 6.519
H -0.001 2.368 -2.175
H 1.994 1.203 -7.692
H 6.233 1.279 -1.238
H 0.133 4.169 -2.154
C -2.606 -0.747 3.504
C 1.790 4.347 3.975
C -0.868 0.689 3.274
H -3.105 -3.341 4.468
C -1.377 -3.957 -0.308
H -3.003 -6.640 1.171
H 5.491 -2.135 -3.610
H -1.978 -5.418 1.950
Hg 0.425 -0.057 0.459
H 4.000 4.607 0.556
C 4.539 -2.507 -3.996
C -0.686 -0.432 -3.276
H 0.846 -5.145 -2.530
H 3.525 3.815 5.173
H -2.783 -2.946 1.821
C 3.344 1.833 -0.114
N -0.740 -0.271 2.324
H 2.244 4.626 6.092
H -3.934 2.134 -1.938
C 3.129 0.717 -0.994
H 6.107 4.685 1.852
N 2.245 -0.283 -0.756
C 1.128 2.166 2.666
H -3.235 -2.193 5.807
C 1.136 0.944 -4.417
H 3.852 -0.620 -4.777
O -1.466 -1.384 -3.424
C 2.283 -1.177 -1.777
C 0.435 -2.798 -1.050
C 0.140 -0.023 -4.509
H -2.254 1.968 -2.485
H 4.191 -3.300 -3.329
H -2.016 -0.177 6.782
C 1.489 -2.380 -1.850
H 4.148 2.505 -0.399
H 0.260 -0.557 -7.865
C 0.034 1.795 3.438
H -0.180 2.447 4.279
H -0.571 -3.660 -3.991
C -2.896 2.051 -1.611
Se -0.762 3.253 0.040
N -0.042 -2.137 0.039
C -3.895 -1.401 3.892
C -0.401 -3.992 -1.249
C 3.959 4.384 1.626
C -1.763 -1.152 2.423
H -2.665 -5.484 -1.037
H 2.055 2.932 5.601
H -2.191 1.498 7.342
C -1.929 -2.318 1.582
H -4.479 -0.255 0.991
C -2.532 1.222 5.200
C 4.812 1.338 -2.879
C 5.350 3.931 2.090
C -2.528 3.280 -0.788
C -2.039 0.409 4.042
H -3.201 3.401 0.062
H -0.933 -1.323 -5.798
H 2.215 5.308 3.675
H -1.280 -6.525 0.764
H 1.389 1.335 -3.439
H -0.780 -5.382 -4.406
H -2.585 4.177 -1.408
C 1.484 0.852 -6.801
H -4.307 1.508 0.959
H 1.718 -3.032 -2.688
H -0.603 -5.978 -1.984
H -2.368 2.284 4.991
C 1.970 3.349 2.876
C -3.724 -2.549 4.897
H 5.629 2.995 1.602
C 2.896 3.364 1.880
C 2.642 2.188 1.037
N 1.582 1.518 1.559
H -3.611 1.081 5.321
O -0.472 0.287 -2.255
H -3.404 -4.403 0.140
C -0.161 -0.564 -5.755
C 3.505 -1.374 -4.064
H -4.571 -0.655 4.322
C -2.172 -5.944 1.013
H 2.576 2.139 -5.472
H 0.722 4.508 4.144
H 4.544 2.388 -2.721
C 0.286 3.246 -1.599
C 1.803 1.382 -5.556
C -4.376 0.613 0.339
C -1.153 -2.754 0.510
C -2.485 -4.942 -0.106
H -4.692 -2.984 5.172
H -0.753 1.005 6.423
H 6.530 0.067 -2.487
C -0.221 -5.013 -2.331
Se -2.730 0.321 -0.715
C 3.776 0.461 -2.246
H -4.386 -1.793 2.997
H 3.704 5.316 2.137
H 6.955 1.766 -2.786
C 0.504 -0.132 -6.898
H 1.327 3.146 -1.293
H 5.360 3.765 3.171
C 6.221 1.101 -2.315
C 3.243 -0.728 -2.738
H 4.714 -2.945 -4.985
```

Summary:
HOMO energy (alpha / beta) in hartree: 0.01256 / -0.04035
ΔE to the lowest compared entry with this formula, charge and spin in kJ/mol: 0.00
Spin multiplicity: 2
LUMO (alpha / beta) in hartree: 0.15579 / 0.15554
Total charge: -2

Mulliken atomic charge list, values in e, 99 entries: H 0.105; H 0.393; H 0.316; H 0.256; C -1.168; C -0.732; C -1.104; H -0.532; H 0.368; H 0.192; H 0.586; C 1.368; C -0.964; C -0.707; H 0.199; C 1.000; H 0.394; H 0.258; H 0.248; Hg 2.255; H 0.334; C -1.543; C -0.600; H 0.470; H 0.244; H 0.236; C -0.644; N -0.410; H 0.395; H 0.578; C -0.585; H 0.395; N -1.263; C -0.439; H 0.217; C 0.666; H 0.516; O -0.840; C -0.242; C -0.326; C 0.581; H 0.096; H 0.269; H 0.238; C -0.553; H 0.306; H 0.383; C -0.570; H 0.216; H -0.096; C -0.564; Se 0.076; N -0.716; C -1.074; C 0.981; C -1.064; C -0.803; H 0.449; H 0.260; H 0.383; C 0.033; H 0.029; C -1.076; C -1.121; C -1.179; C -1.031; C 0.946; H 0.340; H 0.424; H 0.459; H 0.312; H 0.046; H 0.439; H 0.467; C -0.545; H 0.266; H 0.185; H 0.418; H 0.358; C 1.006; C -1.226; H 0.249; C 0.815; C -0.059; N -0.286; H 0.399; O 0.058; H 0.385; C -0.413; C -1.087; H 0.544; C -1.243; H 0.408; H 0.353; H 0.383; C 0.295; C -1.031; C -0.961; C -0.472


2.
DFT (the ωB97M-V functional and the def2-TZVPD basis) results for 2 unconnected molecules or ions with the total composition H2N2O3S.

```
8
Properties=species:S:1:pos:R:3
H 0.379 -0.560 1.040
O -1.711 -2.080 -2.812
H -0.034 0.392 -0.335
O -1.758 -1.129 2.178
N -0.310 -0.229 0.387
O -0.039 -0.878 -2.239
N -0.976 -1.625 -1.989
S -1.756 -0.587 0.855
```

Summary:
HOMO energy (alpha / beta) in hartree: -0.39073 / -0.27891
ΔE to the lowest compared entry with this formula, charge and spin in kJ/mol: 277.62
Spin multiplicity: 1
LUMO (alpha / beta) in hartree: -0.01929 / -0.09439

Charges in e, computed with natural (NBO), in the same order as the atoms: H 0.417; O -0.287; H 0.440; O -0.871; N -1.046; O -0.350; N 0.440; S 1.256


3.
DFT (the ωB97M-V functional and the def2-TZVPD basis) results for C4H4N2O in the gas phase.

```
11
Properties=species:S:1:pos:R:3
O 0.885 0.337 2.578
H 0.191 1.239 0.866
C 0.575 0.328 1.426
H -0.371 1.010 -2.229
N 0.795 -0.075 -0.817
C -0.916 -0.954 0.195
H 1.710 0.319 -0.973
C 0.464 -0.760 0.358
C -0.346 0.297 -1.418
N -1.408 -0.284 -0.878
H -1.580 -1.458 0.890
```

Summary:
HOMO energy in hartree: -0.34213
SMILES string: O=Cc1cnc[nH]1
ΔE to the lowest compared entry with this formula, charge and spin in kJ/mol: 222.36
Spin multiplicity: 1
LUMO in hartree: 0.01130

Charges in e, computed with natural (NBO), in the same order as the atoms: O -0.491; H 0.091; C 0.420; H 0.210; N -0.503; C 0.037; H 0.420; C -0.157; C 0.219; N -0.465; H 0.219


4.
DFT (the ωB97M-V functional and the def2-TZVPD basis) results for 2 unconnected molecules or ions with the total composition C6H15NOS.

```
24
Properties=species:S:1:pos:R:3
C 0.564 2.207 2.259
H 0.758 -0.658 -1.775
H -1.017 -0.175 0.525
H 0.081 -2.097 -2.301
H -0.763 -0.658 2.972
H 0.272 0.255 4.014
O -2.363 -1.132 -2.661
H 0.575 2.988 1.376
N -1.127 0.138 -4.644
C 0.142 1.013 1.974
H 2.219 -0.599 2.527
C 0.239 -0.122 3.047
H -1.398 -0.681 -5.210
C 0.243 -1.046 -2.673
S -1.332 -0.140 -2.922
H 0.702 -1.053 -3.673
H 1.437 -1.702 3.617
H -1.759 0.933 -4.928
H 0.953 -1.632 1.834
H 0.861 2.669 3.255
H -0.955 1.368 0.105
H 0.634 0.505 0.039
C 1.314 -1.102 2.705
C -0.278 0.723 0.539
```

Summary:
HOMO energy (alpha / beta) in hartree: -0.17359 / -0.33944
ΔE to the lowest compared entry with this formula, charge and spin in kJ/mol: 133.33
Spin multiplicity: 3
LUMO (alpha / beta) in hartree: 0.02331 / -0.07074

Charges in e, computed with natural (NBO), in the same order as the atoms: C -0.323; H 0.241; H 0.217; H 0.248; H 0.203; H 0.201; O -0.972; H 0.161; N -1.054; C 0.013; H 0.201; C -0.426; H 0.381; C -0.859; S 1.379; H 0.250; H 0.208; H 0.387; H 0.208; H 0.183; H 0.224; H 0.208; C -0.602; C -0.678


5.
DFT (the ωB97M-V functional and the def2-TZVPD basis) results for a molecular structure, C13H36O12S2.

```
63
Properties=species:S:1:pos:R:3
O 1.573 3.741 -0.431
C 1.220 0.422 -0.732
O 2.877 0.241 -2.446
H 1.489 1.744 -2.506
H -4.951 5.949 -2.054
O -5.346 -2.951 1.195
H -3.252 -1.702 1.092
C -0.171 -0.131 -0.452
H -2.043 -3.601 1.617
H 5.586 -3.435 -1.053
C -2.037 -2.696 2.229
H -5.224 -5.036 1.311
O 3.497 2.619 -0.676
H -3.574 5.492 -3.080
O 5.442 -4.385 -0.987
H 2.415 1.039 0.962
H -4.235 -4.096 2.435
H 4.236 -1.570 1.410
H 0.813 1.766 0.926
H -2.747 -2.797 3.052
O 2.491 -2.171 -2.473
S -1.252 2.699 -2.499
H -0.271 3.057 -1.659
H -4.451 4.247 -2.151
C 4.209 -3.413 2.035
H 6.437 -6.119 -1.336
S 3.043 -1.138 -1.665
H 3.634 3.069 -1.524
C 6.623 -5.050 -1.412
O 4.492 -2.025 2.218
H -1.177 1.698 0.234
H -1.770 5.390 2.206
C 1.546 0.701 -2.211
O -2.363 -1.556 1.441
O -3.182 3.856 2.172
H -5.969 -4.246 2.723
C -4.098 5.282 -2.144
H -2.125 0.246 0.166
C 1.659 1.472 0.308
H 7.478 -4.796 -0.778
H 4.766 -3.807 1.184
H -2.047 0.418 -2.412
C -5.202 -4.152 1.951
C -1.371 0.813 -0.377
H -2.898 3.518 3.026
O 2.113 -0.761 -0.468
C -2.850 5.245 2.115
H -3.179 5.614 1.148
H 0.842 0.155 -2.844
H -0.351 -0.939 -1.166
O -3.252 5.517 -1.026
H -6.199 -2.966 0.752
H -3.022 1.549 -1.502
H -2.498 4.923 -1.106
H -0.092 -0.590 0.537
O 4.380 -1.268 -1.187
C 2.208 2.733 -0.301
H 3.138 -3.575 1.877
H 4.515 -3.931 2.941
H -3.359 5.805 2.905
C -1.994 1.244 -1.701
H -1.042 -2.552 2.643
H 6.869 -4.808 -2.449
```

Summary:
HOMO energy in hartree: -0.35008
Spin multiplicity: 1
LUMO in hartree: 0.01248

Charges in e, computed with natural (NBO), in the same order as the atoms: O -0.575; C 0.299; O -0.684; H 0.225; H 0.181; O -0.741; H 0.486; C -0.424; H 0.166; H 0.477; C -0.245; H 0.168; O -0.689; H 0.165; O -0.730; H 0.270; H 0.183; H 0.467; H 0.244; H 0.163; O -0.904; S -0.087; H 0.140; H 0.160; C -0.258; H 0.180; S 2.570; H 0.504; C -0.245; O -0.734; H 0.216; H 0.155; C -0.137; O -0.750; O -0.730; H 0.168; C -0.243; H 0.258; C -0.561; H 0.161; H 0.192; H 0.216; C -0.250; C -0.428; H 0.460; O -0.731; C -0.264; H 0.220; H 0.213; H 0.224; O -0.738; H 0.473; H 0.226; H 0.474; H 0.245; O -0.922; C 0.803; H 0.154; H 0.175; H 0.156; C -0.513; H 0.185; H 0.162


6.
DFT (the ωB97M-V functional and the def2-TZVPD basis) results for 2 unconnected molecules or ions with the total composition C4H10O3.

```
17
Properties=species:S:1:pos:R:3
H 2.256 1.868 -1.355
O -2.441 -3.512 0.777
O 1.333 3.631 -0.813
H 2.197 2.190 0.383
H -1.074 -2.753 0.641
C 0.374 1.403 -0.469
H 0.967 0.298 1.254
C 0.637 0.060 0.238
H -0.441 1.946 0.022
O -0.197 -2.185 0.584
H -1.012 -0.840 -0.746
H 0.041 1.217 -1.504
C 1.609 2.345 -0.567
H -1.309 -0.465 0.937
H 1.480 -0.438 -0.254
C -0.553 -0.880 0.249
H -2.882 -3.561 -0.078
```

Summary:
HOMO energy in hartree: 0.00725
ΔE to the lowest compared entry with this formula, charge and spin in kJ/mol: 2.18
Spin multiplicity: 1
LUMO in hartree: 0.25833
Total charge: -2

Charges in e, computed with natural (NBO), in the same order as the atoms: H 0.046; O -1.294; O -0.980; H 0.047; H 0.523; C -0.423; H 0.174; C -0.414; H 0.176; O -0.817; H 0.120; H 0.162; C 0.008; H 0.130; H 0.179; C -0.032; H 0.398


F_max
In order: 0.67 4.40 0.87 14.35 0.99 0.72
Unit: eV Å⁻¹